Record 1
15 unconnected molecules or ions with the total composition C72H84F18N21O36S18 in a non-equilibrium geometry. Source: the OMol25 dataset; level of theory: wB97M-V/def2-TZVPD.

- Maximum force: 15.55 eV Å⁻¹
- M: 2738.7 g/mol
- Highest occupied orbital energy: -11.191 eV
- ΔE to the lowest compared entry with this formula, charge and spin: 1738.5 kJ/mol
- Energy: -15615.85439 hartree
- HOMO-LUMO gap: 0.1113 Ha
- Net charge: +3

Each line ends with the Löwdin charge.
Cartesian coordinates (Å):
1 S 0.6798 -1.0654 -6.3739  0.40
2 S 6.1203 2.2560 0.1585  0.60
3 S -0.7186 3.3763 -0.7554  0.47
4 S 4.9859 2.2583 -1.8870  0.39
5 S 6.9671 0.6265 4.9223  0.42
6 S -3.3319 -4.5572 -0.8918  0.43
7 S -0.5826 -4.5039 2.8766  0.59
8 S 1.0541 1.2398 -6.0222  0.60
9 S -5.3121 1.5449 -5.5249  0.45
10 S 6.6789 -1.0958 6.4018  0.52
11 S -1.8846 -4.7197 -2.6937  0.56
12 S 1.0369 -4.9833 4.3947  0.36
13 S 0.6334 2.8459 6.5220  0.59
14 S 1.2483 3.9775 4.5809  0.43
15 S 1.1687 -1.5922 8.7163  0.63
16 S 0.8722 4.8872 0.1194  0.55
17 S -4.9377 2.9855 -3.6959  0.56
18 S 0.5655 -3.8520 9.2721  0.36
19 F 2.1233 -0.5806 9.5437  -0.20
20 F 6.2166 1.4659 3.8280  -0.20
21 F 3.9096 1.3256 -2.7136  -0.25
22 F -1.2529 -3.6345 -3.6928  -0.22
23 F 2.6016 4.3439 3.7744  -0.22
24 F 1.8823 -4.2646 5.4804  -0.20
25 F 1.2494 2.6426 8.0024  -0.18
26 F -5.4906 3.1107 -2.1780  -0.24
27 F -2.3225 3.2772 -1.1429  -0.25
28 F 6.0096 -2.5986 6.3682  -0.22
29 F 0.8061 -2.5217 -5.6952  -0.23
30 F -1.7716 -3.3548 2.6339  -0.26
31 F -3.9212 -3.3506 0.0601  -0.24
32 F -6.0380 0.1158 -5.5742  -0.25
33 F 0.0852 -4.5360 10.6416  -0.21
34 F 5.3523 2.6790 1.4938  -0.20
35 F 1.7053 2.1454 -4.7641  -0.21
36 F 0.8616 5.8485 1.3574  -0.17
37 O 8.2213 0.3531 4.2399  -0.27
38 O 6.7054 3.5020 -0.3191  -0.25
39 O -5.9902 2.2386 -6.5859  -0.25
40 O -4.5617 -5.2703 -1.3244  -0.32
41 O 7.0449 1.2095 0.5793  -0.28
42 O -0.7605 -1.0737 -6.4037  -0.32
43 O 0.5104 3.1023 3.6476  -0.30
44 O -0.4500 3.7704 6.8770  -0.26
45 O 0.0677 -0.6984 8.4982  -0.29
46 O 1.9882 1.4326 -7.1342  -0.27
47 O -3.5312 2.7023 -3.4316  -0.29
48 O 0.5261 -6.0605 5.2620  -0.25
49 O 2.1215 -5.2899 3.4534  -0.31
50 O -1.3605 -5.6806 3.2460  -0.24
51 O -2.4734 -5.2252 0.0642  -0.23
52 O 4.4455 3.6049 -2.1236  -0.27
53 O 0.7219 5.3360 4.7508  -0.30
54 O -0.7207 -5.2574 -2.0343  -0.23
55 O -0.0900 3.3145 -2.0797  -0.26
56 O 1.5637 3.6933 0.6509  -0.31
57 O 6.0305 -0.6172 7.5978  -0.26
58 O -3.8987 1.1988 -5.7464  -0.28
59 O 1.6356 5.5885 -0.8337  -0.22
60 O 0.0248 -4.4097 1.5713  -0.30
61 O 1.3375 -1.2050 -7.6575  -0.27
62 O -0.2706 1.7526 -6.1384  -0.23
63 O -5.2255 4.3021 -4.2573  -0.24
64 O 6.1659 1.9216 -2.6297  -0.29
65 O 1.4423 -4.8710 8.7520  -0.26
66 O -2.5665 -5.6210 -3.5859  -0.27
67 O 8.0576 -1.4322 6.5556  -0.23
68 O 6.9805 1.6308 6.0019  -0.30
69 O 2.0182 -1.9050 7.5668  -0.31
70 O -0.8132 -3.6691 8.7113  -0.33
71 O 0.2300 1.4878 6.1869  -0.29
72 O -0.6708 2.2224 0.1913  -0.34
73 N -3.6964 -3.2317 -6.6495  -0.05
74 N 6.0218 -0.5534 5.0194  -0.27
75 N 2.8551 -0.0512 4.3319  -0.03
76 N -5.9257 -0.7457 -1.9874  -0.04
77 N -5.9283 1.7212 -4.1316  -0.28
78 N -0.8083 4.7309 -0.1309  -0.26
79 N 2.0522 3.4014 5.7420  -0.24
80 N -1.8699 -6.2838 -12.7980  -0.08
81 N -2.0550 -0.9839 5.3527  -0.02
82 N 5.5523 5.7309 5.5017  -0.07
83 N -10.0383 -5.7018 -4.7977  -0.10
84 N 4.5617 -1.4991 -4.2658  -0.05
85 N 4.1394 12.4275 7.0618  -0.08
86 N 4.7323 1.5705 -0.6010  -0.27
87 N -4.0140 4.3805 1.1957  -0.09
88 N 0.2461 -3.7447 4.1833  -0.24
89 N -2.8378 -3.5814 -1.8701  -0.29
90 N 1.1889 -2.8103 9.9651  -0.23
91 N 1.3333 -0.2473 -5.2466  -0.28
92 N -0.3657 -0.5280 -1.8826  -0.04
93 N 5.7943 -3.3436 2.4455  -0.04
94 C 5.1042 8.4267 5.9592  -0.14
95 C -1.4527 -6.7638 -14.1676  0.06
96 C -1.4318 0.4771 3.5158  0.06
97 C -4.4525 5.4278 0.3348  0.03
98 C 1.9852 -1.4323 2.6645  0.02
99 C 4.0531 7.5464 5.9070  0.07
100 C -2.4864 -3.8384 -6.8034  0.05
101 C -3.3692 -4.9663 -11.5297  0.03
102 C 6.1672 -3.6747 0.1139  0.08
103 C -9.0188 -3.6191 -5.0890  0.05
104 C -10.9263 -6.6775 -5.4501  0.03
105 C -8.5652 -4.9641 -3.1536  0.08
106 C -6.2394 -2.9633 -2.9051  0.02
107 C -0.8037 -1.2083 -0.7431  0.07
108 C -4.1937 2.1027 1.8223  0.05
109 C 3.0926 0.1533 5.7630  0.00
110 C -0.0274 -1.1154 0.4520  0.05
111 C 2.4321 -1.2378 3.9245  -0.04
112 C 4.2985 6.1889 5.6525  0.06
113 C 5.1413 -1.6682 0.9299  0.06
114 C 1.6352 0.1293 -0.7219  0.06
115 C 1.9569 -0.3832 1.7401  -0.11
116 C -3.9609 -2.4033 -5.5218  0.01
117 C -7.5224 -2.6122 -3.2987  -0.12
118 C -1.8718 -2.1597 6.2974  0.05
119 C -4.5852 -3.1877 -7.6494  0.05
120 C 6.4285 7.9342 5.8662  0.07
121 C -2.7400 -5.2362 -10.3590  -0.12
122 C -4.6527 3.1704 1.1149  -0.01
123 C -2.6477 1.1667 3.6340  -0.12
124 C 6.3765 -4.0338 1.4570  0.02
125 C -3.1839 -0.2580 5.5035  0.01
126 C -1.6479 -6.1514 -10.4478  0.08
127 C -5.0147 0.2737 -1.3003  0.07
128 C -1.3026 -0.4367 -3.0187  0.03
129 C 5.7089 4.3152 5.2695  0.02
130 C 3.7651 13.7478 7.6212  0.05
131 C 5.4906 -2.4537 -0.1899  -0.11
132 C 0.8496 0.0376 -1.9119  0.02
133 C 5.8520 -1.7002 -3.8568  0.06
134 C 1.1669 -0.4184 0.4890  -0.13
135 C -1.1724 -6.6495 -11.6994  0.05
136 C -3.0295 -4.5112 -9.0742  -0.08
137 C 5.5514 10.4457 7.2810  0.06
138 C 3.5889 -1.5340 -3.3143  0.00
139 C -7.9586 -1.2826 -3.0701  0.07
140 C 6.1549 -1.9717 -2.5010  0.06
141 C 3.4196 11.7632 6.1292  0.02
142 C -3.1216 2.3039 2.7753  -0.10
143 C 4.8239 9.8417 6.2778  -0.14
144 C 5.1756 -2.0630 -1.5508  -0.14
145 C 2.4963 0.8636 2.1570  0.07
146 C 5.9717 -3.9321 3.8210  0.05
147 C -2.4835 3.5229 2.8011  0.07
148 C 3.7755 10.5306 5.6610  0.05
149 C -3.0027 -5.5786 -12.7225  0.03
150 C -2.9497 4.5319 1.9794  0.01
151 C 3.8445 -1.8446 -1.9849  0.06
152 C -1.1298 -0.5354 4.4672  0.03
153 C -4.2609 -3.8330 -8.8725  0.06
154 C -3.5167 0.8026 4.6941  0.05
155 C -8.4058 -3.7222 -3.8566  -0.09
156 C -7.1395 -0.3362 -2.4156  0.01
157 C 5.2247 -2.1498 2.2116  0.02
158 C -2.1153 -4.4041 -7.9986  0.06
159 C 2.9796 0.9983 3.4561  0.04
160 C -9.9230 -4.6000 -5.5195  0.01
161 C 4.2244 -1.3295 -5.6924  0.04
162 C 6.6114 6.5629 5.6338  0.06
163 C -9.3674 -5.9545 -3.6566  0.04
164 C -5.4560 -1.9845 -2.3126  0.02
165 C 5.2389 11.7771 7.5988  0.06
166 H 6.2600 9.8264 7.8109  0.14
167 H 2.5941 12.3612 5.7726  0.15
168 H 5.0553 -1.5799 -6.3520  0.12
169 H 5.1036 -3.5821 4.3795  0.09
170 H -0.3674 -7.3663 -11.7684  0.16
171 H 3.0352 7.8764 6.0533  0.14
172 H 4.7470 14.1843 7.8042  0.11
173 H 5.7441 12.2696 8.4164  0.15
174 H -0.7401 -0.8960 -3.8316  0.07
175 H -4.5944 -0.2174 -0.4227  0.10
176 H -5.6833 1.1027 -1.0685  0.08
177 H 5.2340 3.8064 6.1084  0.12
178 H -2.1030 -1.1765 -3.0029  0.06
179 H 3.5063 -2.1423 -5.8016  0.09
180 H -2.0811 -6.3347 -14.9481  0.11
181 H -5.5230 3.1411 0.4761  0.13
182 H -4.6843 1.1415 1.7812  0.12
183 H -4.1713 -4.2446 -11.5766  0.13
184 H -5.8835 -3.9652 -3.0945  0.13
185 H -1.5763 3.6420 3.3748  0.11
186 H 6.6471 -1.6372 -4.5849  0.15
187 H -10.5971 -4.4454 -6.3490  0.16
188 H -3.7173 -1.3728 -5.7803  0.11
189 H -3.4554 -2.6308 -4.5833  0.09
190 H 2.3128 -1.9377 4.7383  0.14
191 H -0.8324 -2.1427 6.6251  0.07
192 H -1.0981 -4.7659 -8.0256  0.14
193 H -1.7543 0.5283 -3.2487  0.11
194 H 4.6838 -0.7186 0.6941  0.10
195 H 6.4858 -4.4268 -0.5927  0.13
196 H -0.4111 -6.5177 -14.3739  0.12
197 H 7.5726 6.0811 5.5322  0.16
198 H -8.8908 -2.7268 -5.6837  0.14
199 H -7.2847 0.7298 -2.3209  0.13
200 H 1.4540 -2.3572 2.4945  0.10
201 H -1.7478 -1.7258 -0.8286  0.10
202 H 2.5791 0.6506 -0.6610  0.09
203 H 3.6726 -0.7133 6.0804  0.08
204 H -5.5251 -2.7096 -7.4163  0.15
205 H 2.6873 1.6501 1.4420  0.10
206 H -5.0493 -3.9176 -9.6058  0.12
207 H 3.6973 -0.3826 -5.8093  0.09
208 H -10.9399 -7.5886 -4.8519  0.11
209 H 3.0286 -2.1801 -1.3619  0.13
210 H 6.8578 -3.5537 4.3306  0.10
211 H -10.5897 -6.8879 -6.4653  0.12
212 H -4.9785 6.1224 0.9897  0.12
213 H -1.5779 -7.8441 -14.0947  0.11
214 H 3.2709 10.0693 4.8250  0.15
215 H -0.6813 0.8909 2.8586  0.11
216 H -1.2414 -6.5351 -9.5237  0.13
217 H -0.4285 -1.6559 1.2967  0.10
218 H -11.9481 -6.3001 -5.4906  0.12
219 H 7.2663 8.6101 5.9539  0.13
220 H -5.0149 -2.4897 -5.2576  0.08
221 H -3.5725 -5.3504 -13.6111  0.15
222 H 3.3147 14.4200 6.8908  0.12
223 H -8.9006 -0.7946 -3.2726  0.13
224 H -9.4816 -6.9890 -3.3683  0.16
225 H -0.1743 -1.0347 4.5315  0.12
226 H -2.2597 -3.1080 5.9254  0.12
227 H -4.4343 1.3622 4.7995  0.13
228 H -4.2744 0.4822 -2.0728  0.09
229 H -2.4856 5.5041 1.9027  0.15
230 H -3.7642 -0.6376 6.3315  0.15
231 H -5.0721 4.9322 -0.4126  0.10
232 H 3.7642 0.9857 5.9727  0.10
233 H -3.5503 5.8863 -0.0698  0.12
234 H 2.1899 0.2866 6.3593  0.08
235 H 6.7471 3.9924 5.1921  0.10
236 H 5.9805 -5.0208 3.8740  0.12
237 H 3.4368 1.8843 3.8714  0.12
238 H 2.6063 -1.5546 -3.7620  0.11
239 H -8.0806 -5.1301 -2.2028  0.14
240 H 7.0612 -4.8196 1.7400  0.15
241 H 4.9741 -1.6336 3.1265  0.11
242 H 7.1980 -2.1940 -2.3310  0.14
243 H -1.7482 -3.9244 -6.0198  0.13
244 H 5.2187 4.0907 4.3222  0.11
245 H 1.0203 0.5344 -2.8556  0.12
246 H -4.4417 -2.0582 -1.9492  0.09
247 H 3.5135 5.4523 5.5650  0.11
248 H 3.2172 13.5744 8.5473  0.12
249 H -2.4264 -1.8929 7.1971  0.10

Cartesian forces (eV/Å) of the 6 atoms listed first:
-2.1 -5.1 -2.4
2.2 -0.6 2.9
-3.1 -7.0 -3.3
-2.8 4.2 -9.7
4.8 6.6 -3.0
-6.6 -4.2 9.1

Record 2
A gas-phase ion, C6H7N4 (charge -1) in a non-equilibrium geometry. Source: the OMol25 dataset; level of theory: wB97M-V/def2-TZVPD.

- Maximum force: 5.29 eV Å⁻¹
- M: 135.2 g/mol
- Highest occupied orbital energy (alpha / beta): 0.856 / -6.191 eV
- Energy: -451.68850 hartree
- <S²>: 2.024
- HOMO-LUMO gap (alpha / beta): 0.1095 / 0.2971 Ha
- 2S+1: 3
- Net charge: -1

Each line ends with the Löwdin spin population.
Cartesian coordinates (Å):
1 N -1.0263 0.6109 1.3550  0.03
2 N -1.3945 0.9426 2.6444  0.07
3 N -0.5608 0.3135 3.3810  0.04
4 N 0.3114 -0.4000 2.7161  0.05
5 C 1.8327 -1.1431 -0.1872  0.19
6 C 0.1006 -0.1475 1.4566  0.11
7 C -1.3279 0.9790 0.0489  0.52
8 C 0.5180 -0.4410 -0.1356  0.32
9 C -0.4193 0.2903 -0.7892  0.11
10 C -0.5508 0.2763 -2.3005  0.27
11 H 0.3238 -0.0474 -2.8036  0.05
12 H -1.4421 -0.3274 -2.5557  0.05
13 H 1.6786 -2.0097 0.5051  0.03
14 H 2.5545 -0.5417 0.4422  0.04
15 H -0.8022 1.3202 -2.5387  0.04
16 H 2.2009 -1.4379 -1.1632  0.04
17 H -1.9965 1.7628 -0.0756  0.05

Cartesian forces (eV/Å) of the 6 atoms listed first:
1.3 0.1 1.2
-0.3 0.2 -1.4
-1.5 0.6 1.7
2.2 -0.8 -0.7
-0.4 -0.2 1.2
-1.1 -0.5 -4.0

Q: Look up the energy of the first one.
A: -15615.85439 hartree